(1)
Density functional theory data (ωB97M-V/def2-TZVPD) for 13 unconnected molecules or ions with the total composition C72H181N11O24.

Expectation value of S²: 0.7557
LUMO energy (alpha / beta), eV: -2.26 / -7.52
Spin multiplicity: 2
Frontier orbital gap (alpha / beta), eV: 6.7 / 1.5
Charge: +1

Positions of all 288 atoms, in Å:
C (0.440, 4.962, 0.524)
O (1.114, 3.856, 0.013)
C (2.201, 3.374, 0.823)
C (2.926, 2.240, 0.080)
N (3.407, 2.711, -1.216)
C (3.574, 1.547, -2.106)
C (3.776, 2.130, -3.569)
O (2.898, 3.240, -3.776)
C (2.932, 3.729, -5.079)
H (-0.279, 5.270, -0.236)
H (1.044, 5.860, 0.658)
H (-0.144, 4.850, 1.438)
H (1.673, 3.008, 1.704)
H (2.888, 4.140, 1.183)
H (2.187, 1.440, 0.030)
H (3.745, 1.889, 0.708)
H (4.282, 3.191, -1.058)
H (2.709, 0.885, -2.117)
H (4.411, 0.940, -1.758)
H (3.541, 1.300, -4.235)
H (4.798, 2.468, -3.740)
H (3.956, 4.039, -5.286)
H (2.338, 4.644, -5.090)
H (2.586, 2.976, -5.787)
C (-2.325, 1.458, -15.498)
O (-1.201, 0.696, -15.121)
C (-0.402, 0.216, -16.177)
C (-1.154, -0.771, -17.151)
N (-0.205, -1.354, -18.124)
C (0.132, -0.538, -19.241)
C (1.108, -1.335, -20.078)
O (2.252, -1.654, -19.289)
C (3.201, -2.502, -19.962)
H (-2.704, 1.960, -14.608)
H (-3.013, 0.678, -15.826)
H (-2.123, 2.173, -16.296)
H (0.490, -0.231, -15.740)
H (-0.145, 1.085, -16.782)
H (-2.071, -0.362, -17.577)
H (-1.540, -1.606, -16.566)
H (0.676, -1.484, -17.647)
H (0.605, 0.336, -18.794)
H (-0.717, -0.208, -19.839)
H (1.486, -0.714, -20.890)
H (0.647, -2.299, -20.292)
H (4.029, -2.643, -19.267)
H (3.635, -2.051, -20.854)
H (2.706, -3.445, -20.191)
C (3.357, 4.384, -18.255)
O (2.334, 4.155, -19.218)
C (1.135, 3.589, -18.524)
C (0.025, 3.625, -19.584)
N (0.148, 2.374, -20.374)
C (-0.921, 2.201, -21.365)
C (-0.435, 1.224, -22.517)
O (0.654, 1.877, -23.165)
C (1.327, 1.031, -24.153)
H (3.662, 3.422, -17.844)
H (3.021, 5.045, -17.456)
H (4.301, 4.765, -18.645)
H (0.795, 4.202, -17.689)
H (1.318, 2.599, -18.106)
H (0.000, 4.563, -20.139)
H (-0.955, 3.591, -19.106)
H (0.994, 2.352, -20.925)
H (-1.237, 3.203, -21.654)
H (-1.787, 1.720, -20.908)
H (-1.242, 1.038, -23.225)
H (-0.145, 0.270, -22.076)
H (2.112, 1.617, -24.631)
H (0.737, 0.511, -24.909)
H (1.965, 0.339, -23.605)
C (-1.421, 2.355, -8.308)
O (-2.366, 2.549, -9.343)
C (-2.331, 1.524, -10.312)
C (-3.567, 1.511, -11.253)
N (-4.785, 1.082, -10.594)
C (-5.943, 0.888, -11.468)
C (-7.250, 0.682, -10.769)
O (-7.594, 1.879, -10.016)
C (-8.413, 1.611, -8.867)
H (-1.364, 3.322, -7.808)
H (-0.420, 2.143, -8.683)
H (-1.704, 1.530, -7.653)
H (-2.128, 0.531, -9.912)
H (-1.464, 1.740, -10.937)
H (-3.341, 0.795, -12.043)
H (-3.695, 2.507, -11.678)
H (-5.052, 1.691, -9.833)
H (-5.782, -0.021, -12.048)
H (-6.023, 1.733, -12.152)
H (-7.192, -0.167, -10.089)
H (-8.100, 0.494, -11.425)
H (-7.985, 1.012, -8.064)
H (-9.286, 1.072, -9.233)
H (-8.657, 2.597, -8.471)
C (3.718, 1.485, -14.860)
O (4.618, 0.369, -14.710)
C (6.000, 0.604, -15.004)
C (6.775, -0.738, -15.159)
N (6.676, -1.487, -13.954)
C (7.374, -2.786, -13.932)
C (6.473, -3.840, -14.603)
O (5.176, -3.907, -13.992)
C (4.519, -5.084, -14.470)
H (3.827, 1.922, -15.853)
H (3.885, 2.255, -14.106)
H (2.679, 1.184, -14.725)
H (6.393, 1.122, -14.129)
H (6.229, 1.294, -15.816)
H (7.806, -0.400, -15.266)
H (6.303, -1.257, -15.993)
H (5.725, -1.613, -13.638)
H (7.716, -3.055, -12.933)
H (8.261, -2.682, -14.558)
H (6.998, -4.793, -14.549)
H (6.291, -3.698, -15.668)
H (4.982, -5.972, -14.041)
H (4.426, -5.209, -15.549)
H (3.560, -5.055, -13.951)
C (0.763, 3.906, -14.737)
O (1.518, 3.542, -13.618)
C (0.997, 2.403, -12.907)
C (1.948, 2.132, -11.704)
N (2.035, 3.273, -10.835)
C (3.020, 3.058, -9.845)
C (3.122, 4.277, -8.852)
O (3.517, 5.406, -9.548)
C (3.729, 6.613, -8.771)
H (1.265, 4.715, -15.268)
H (-0.182, 4.264, -14.329)
H (0.613, 3.100, -15.455)
H (0.883, 1.526, -13.544)
H (0.039, 2.555, -12.411)
H (2.950, 1.868, -12.041)
H (1.669, 1.294, -11.065)
H (2.090, 4.171, -11.294)
H (4.000, 2.903, -10.295)
H (2.831, 2.156, -9.262)
H (3.841, 4.040, -8.068)
H (2.194, 4.283, -8.280)
H (2.836, 6.860, -8.197)
H (3.952, 7.417, -9.472)
H (4.589, 6.396, -8.137)
C (-2.264, -4.778, -5.610)
O (-1.573, -3.566, -5.399)
C (-1.858, -3.048, -4.068)
C (-1.165, -1.652, -3.911)
N (0.299, -1.788, -3.973)
C (1.018, -0.456, -3.970)
C (0.982, 0.148, -5.473)
O (2.068, -0.406, -6.226)
C (2.330, 0.346, -7.407)
H (-3.336, -4.704, -5.430)
H (-1.949, -5.579, -4.940)
H (-2.085, -5.061, -6.647)
H (-1.590, -3.698, -3.235)
H (-2.931, -2.902, -3.948)
H (-1.558, -1.196, -3.003)
H (-1.500, -0.995, -4.713)
H (0.486, -2.268, -4.842)
H (2.068, -0.589, -3.711)
H (0.540, 0.163, -3.211)
H (1.083, 1.232, -5.534)
H (0.060, -0.152, -5.970)
H (2.886, -0.363, -8.021)
H (3.099, 1.089, -7.194)
H (1.478, 0.729, -7.967)
C (0.984, 10.211, -13.174)
O (0.879, 9.108, -12.329)
C (-0.059, 8.197, -12.811)
C (-0.062, 6.908, -11.972)
N (-0.337, 7.127, -10.552)
C (-0.107, 6.010, -9.677)
C (-0.626, 6.339, -8.285)
O (0.187, 7.304, -7.666)
C (-0.010, 7.465, -6.241)
H (1.021, 10.037, -14.249)
H (1.986, 10.599, -12.991)
H (0.275, 11.017, -12.986)
H (0.073, 8.051, -13.883)
H (-1.078, 8.583, -12.769)
H (0.925, 6.449, -12.027)
H (-0.878, 6.273, -12.319)
H (0.236, 7.919, -10.296)
H (0.950, 5.854, -9.463)
H (-0.513, 5.036, -9.949)
H (-0.466, 5.464, -7.655)
H (-1.653, 6.699, -8.224)
H (0.126, 6.541, -5.678)
H (-1.024, 7.826, -6.069)
H (0.699, 8.178, -5.822)
C (10.878, 15.256, -7.969)
O (9.571, 14.691, -7.857)
C (9.215, 13.813, -8.931)
C (7.857, 13.184, -8.742)
N (6.844, 13.955, -9.424)
C (5.604, 13.242, -9.434)
C (5.609, 12.039, -10.416)
O (4.390, 11.302, -10.243)
C (4.242, 10.084, -10.998)
H (11.092, 16.050, -7.255)
H (11.103, 15.551, -8.994)
H (11.613, 14.488, -7.728)
H (9.957, 13.016, -8.882)
H (9.360, 14.344, -9.872)
H (7.565, 13.119, -7.694)
H (7.972, 12.122, -8.961)
H (6.688, 14.828, -8.940)
H (4.760, 13.906, -9.626)
H (5.480, 12.890, -8.410)
H (6.521, 11.462, -10.264)
H (5.683, 12.461, -11.418)
H (3.232, 9.756, -10.753)
H (4.961, 9.340, -10.655)
H (4.305, 10.272, -12.070)
C (5.931, 9.623, -6.863)
O (5.376, 10.872, -6.603)
C (4.070, 10.777, -5.932)
C (3.025, 10.508, -6.989)
N (2.924, 11.609, -7.929)
C (1.563, 11.708, -8.600)
C (1.487, 12.823, -9.642)
O (0.107, 12.900, -10.067)
C (-0.158, 14.041, -10.859)
H (6.105, 9.094, -5.927)
H (6.929, 9.762, -7.278)
H (5.354, 9.058, -7.596)
H (3.725, 11.705, -5.476)
H (4.081, 10.070, -5.103)
H (2.079, 10.332, -6.477)
H (3.324, 9.577, -7.470)
H (3.581, 11.679, -8.693)
H (0.817, 11.972, -7.850)
H (1.172, 10.788, -9.034)
H (2.199, 12.612, -10.439)
H (1.790, 13.771, -9.198)
H (0.199, 14.927, -10.334)
H (-1.237, 14.198, -10.851)
H (0.212, 13.974, -11.882)
C (4.462, -0.354, -10.890)
O (3.144, -0.770, -10.675)
C (2.761, -1.959, -11.365)
C (3.271, -3.266, -10.794)
N (4.608, -3.633, -11.258)
C (5.126, -4.763, -10.480)
C (6.457, -5.311, -11.083)
O (6.900, -6.538, -10.486)
C (8.171, -7.013, -10.888)
H (4.697, 0.533, -10.302)
H (4.704, -0.201, -11.942)
H (5.183, -1.117, -10.596)
H (2.999, -1.734, -12.404)
H (1.672, -1.969, -11.319)
H (2.611, -4.104, -11.017)
H (3.355, -3.057, -9.727)
H (4.596, -3.770, -12.259)
H (4.434, -5.605, -10.472)
H (5.252, -4.538, -9.421)
H (7.166, -4.495, -10.941)
H (6.314, -5.539, -12.139)
H (8.251, -7.294, -11.938)
H (8.443, -7.796, -10.180)
H (8.828, -6.155, -10.743)
C (7.822, 1.713, -7.744)
C (7.063, 2.936, -7.182)
C (6.736, 3.854, -8.279)
O (5.912, 2.504, -6.469)
H (8.278, 1.088, -6.976)
H (8.600, 2.002, -8.451)
H (7.037, 1.200, -8.301)
H (7.802, 3.433, -6.555)
H (6.182, 3.325, -9.054)
H (7.614, 4.299, -8.747)
H (6.149, 4.698, -7.917)
H (6.182, 1.769, -5.914)
C (4.188, 6.782, -14.422)
C (5.233, 6.537, -13.319)
C (5.236, 5.076, -12.796)
O (6.527, 6.913, -13.847)
H (4.367, 6.217, -15.337)
H (4.271, 7.783, -14.845)
H (3.172, 6.676, -14.042)
H (5.008, 7.209, -12.490)
H (5.912, 5.047, -11.941)
H (5.585, 4.354, -13.533)
H (4.186, 4.826, -12.641)
H (7.106, 6.547, -13.174)

(2)
Density functional theory data (ωB97M-V/def2-TZVPD) for a molecular structure, C72H55BiN6O6S3.

LUMO energy, eV: -0.90
Frontier orbital gap, eV: 6.9
Relative energy (zero: lowest compared OMol25 entry of this formula, charge and spin), eV: 1.640
Charge: 0

Positions of all 143 atoms, in Å:
Bi (1.538, -1.795, -0.967)
N (-2.273, -2.396, -10.874)
C (-1.805, -2.313, -9.827)
C (-1.227, -2.209, -8.504)
C (0.141, -2.007, -8.353)
C (0.687, -1.917, -7.083)
C (-0.126, -2.025, -5.961)
C (-1.494, -2.224, -6.117)
C (-2.047, -2.316, -7.383)
C (0.451, -1.931, -4.585)
C (0.696, -0.651, -4.106)
C (0.768, 0.536, -4.886)
C (1.318, 1.506, -4.086)
C (1.531, 0.907, -2.825)
N (1.145, -0.366, -2.815)
C (0.736, -3.142, -3.951)
C (0.572, -4.421, -4.543)
C (1.024, -5.352, -3.638)
C (1.450, -4.624, -2.513)
N (1.297, -3.313, -2.683)
H (0.772, -1.923, -9.229)
H (1.753, -1.768, -6.955)
H (-2.127, -2.306, -5.240)
H (-3.111, -2.471, -7.511)
H (0.498, 0.620, -5.928)
H (1.550, 2.528, -4.345)
H (1.959, 1.361, -1.937)
H (0.181, -4.603, -5.533)
H (1.072, -6.424, -3.755)
H (1.853, -5.019, -1.593)
C (5.869, -0.850, 2.582)
C (5.465, -1.554, 3.882)
C (5.669, -0.568, 5.038)
C (6.375, -2.775, 4.085)
C (4.010, -2.030, 3.835)
C (3.315, -2.340, 5.024)
C (1.998, -2.761, 5.029)
C (1.345, -2.888, 3.801)
S (-0.296, -3.321, 3.439)
C (0.058, -3.119, 1.742)
N (1.263, -2.759, 1.471)
C (2.024, -2.611, 2.620)
C (3.351, -2.190, 2.634)
C (-0.931, -3.265, 0.664)
C (-2.126, -3.957, 0.867)
C (-3.070, -4.024, -0.141)
C (-2.817, -3.383, -1.351)
C (-1.609, -2.727, -1.549)
C (-0.628, -2.662, -0.558)
H (6.869, -0.429, 2.691)
H (5.178, -0.039, 2.337)
H (5.902, -1.541, 1.735)
H (6.680, -0.157, 4.991)
H (5.557, -1.043, 6.014)
H (4.960, 0.261, 4.977)
H (7.422, -2.465, 4.138)
H (6.270, -3.481, 3.257)
H (6.125, -3.299, 5.013)
H (3.826, -2.260, 5.976)
H (1.491, -2.985, 5.959)
H (3.828, -1.968, 1.686)
H (-2.314, -4.453, 1.814)
H (-3.994, -4.568, 0.012)
H (-3.556, -3.408, -2.142)
H (-1.436, -2.243, -2.505)
O (7.611, -2.961, -0.254)
C (6.950, -3.828, 0.477)
O (7.480, -4.565, 1.278)
C (5.460, -3.873, 0.324)
C (4.680, -4.637, 1.156)
N (3.407, -4.441, 0.793)
N (3.293, -3.593, -0.240)
C (4.538, -3.231, -0.539)
C (4.749, -2.224, -1.650)
O (5.915, -1.832, -1.828)
O (3.720, -1.874, -2.280)
H (6.991, -2.478, -0.899)
H (4.969, -5.286, 1.967)
H (2.574, -4.794, 1.232)
C (-0.683, 9.036, -1.223)
C (-0.663, 7.528, -1.229)
C (0.011, 6.825, -0.234)
C (0.056, 5.438, -0.238)
C (-0.601, 4.748, -1.244)
C (-1.276, 5.423, -2.253)
C (-1.310, 6.809, -2.232)
S (-0.400, 2.973, -1.329)
O (0.536, 2.601, -0.225)
C (-2.106, 2.513, -0.955)
C (-2.786, 1.906, -2.037)
C (-4.057, 1.440, -1.867)
C (-4.693, 1.531, -0.604)
C (-5.993, 1.001, -0.390)
C (-6.569, 1.048, 0.844)
C (-5.875, 1.633, 1.933)
C (-4.631, 2.160, 1.757)
C (-4.003, 2.124, 0.480)
C (-2.684, 2.627, 0.282)
C (-1.902, 3.145, 1.444)
C (-2.016, 4.494, 1.867)
C (-2.853, 5.423, 1.193)
C (-2.898, 6.727, 1.586)
C (-2.112, 7.172, 2.678)
C (-1.304, 6.298, 3.344)
C (-1.231, 4.934, 2.957)
C (-0.366, 4.015, 3.610)
C (-0.263, 2.723, 3.186)
C (-1.051, 2.298, 2.098)
S (-0.770, 0.649, 1.424)
O (0.492, 0.145, 2.061)
C (-2.133, -0.168, 2.236)
C (-2.225, -0.228, 3.618)
C (-3.279, -0.916, 4.195)
C (-4.236, -1.560, 3.411)
C (-5.365, -2.333, 4.043)
C (-4.119, -1.495, 2.025)
C (-3.070, -0.805, 1.434)
H (0.278, 9.438, -0.901)
H (-1.443, 9.414, -0.534)
H (-0.905, 9.432, -2.213)
H (0.515, 7.372, 0.556)
H (0.589, 4.882, 0.525)
H (-1.781, 4.872, -3.041)
H (-1.840, 7.342, -3.014)
H (-2.274, 1.801, -2.990)
H (-4.585, 0.970, -2.690)
H (-6.518, 0.554, -1.227)
H (-7.559, 0.638, 0.998)
H (-6.337, 1.659, 2.912)
H (-4.101, 2.600, 2.592)
H (-3.445, 5.083, 0.351)
H (-3.531, 7.431, 1.059)
H (-2.157, 8.211, 2.981)
H (-0.694, 6.635, 4.175)
H (0.235, 4.370, 4.440)
H (0.431, 2.021, 3.633)
H (-1.479, 0.260, 4.236)
H (-3.357, -0.963, 5.276)
H (-5.345, -2.250, 5.129)
H (-5.301, -3.392, 3.784)
H (-6.332, -1.971, 3.690)
H (-4.849, -2.000, 1.401)
H (-2.979, -0.761, 0.352)

no.,energy (hartree)
1,-5258.93086
2,-4965.92412